[1]
C3H2S2 | ωB97M-V/def2-TZVPD

CARTESIAN COORDINATES (ANGSTROEM)
C  -1.022  -0.216  0.317
C  1.259  0.886  -0.240
C  0.158  -0.255  -0.231
S  0.739  0.369  -1.829
S  1.748  -0.610  0.644
H  -1.037  -0.398  1.337
H  -1.846  0.223  0.002

The HOMO-LUMO gap (spin up / spin down) is 6.8 / 6.8 eV. Its net charge is 0.

Atomic partial charges in e from the Löwdin method, atoms 1 to 4: number 1, C, carries 0.059; number 2, C, carries -0.734; number 3, C, carries -1.026; number 4, S, carries 0.810

=====

[2]
C4H2Si | ωB97M-V/def2-TZVPD

CARTESIAN COORDINATES (ANGSTROEM)
C  -0.123  -0.743  0.520
C  -0.990  -1.595  0.114
C  1.280  0.394  1.421
C  -1.832  -2.503  -0.211
Si  0.649  1.094  -0.114
H  1.266  2.387  -0.452
H  -0.250  0.967  -1.278

The HOMO-LUMO gap (spin up / spin down) is 6.9 / 6.9 eV. Its net charge is 0.

Atomic partial charges in e from the Löwdin method, atoms 1 to 4: number 1, C, carries -0.188; number 2, C, carries -0.276; number 3, C, carries -0.040; number 4, C, carries 0.183

=====

Short version: energy above the lowest of the compared OMol25 structures with the same formula, charge and spin = 83.1 106.8 kcal/mol, in the order given.